# C7H15NO4

A structure of composition C7H15NO4 in a non-equilibrium geometry (ωB97M-V/def2-TZVPD, the OMol25 dataset).

## Properties
- E_HOMO: -8.6 eV
- Calculated total energy: -631.03242 Eh
- Frontier orbital gap: 9.042 eV

Element x y z (Å)
C  -2.742  -0.461  0.726
C  -1.013  -0.729  -0.228
H  2.408  -1.785  0.030
H  1.039  2.080  -1.080
N  -2.059  1.503  -0.887
O  2.594  -0.713  -0.559
H  0.294  -1.583  1.476
H  -0.792  0.164  -2.160
C  -0.864  0.561  -1.039
H  1.817  1.512  2.431
C  0.451  -1.517  -0.566
C  1.441  -0.315  -1.050
C  0.668  1.108  -0.651
H  2.236  2.988  0.966
H  -1.843  2.324  -0.003
H  -1.957  -1.536  -0.606
H  0.475  -2.295  -1.486
O  0.622  1.334  0.764
H  -2.197  2.108  -2.166
H  2.580  0.966  1.223
C  1.846  1.892  1.378
H  -3.121  -1.444  0.447
H  1.416  -0.088  -2.122
H  -2.940  0.155  -0.158
O  -1.316  -0.457  1.097
H  -3.257  -0.349  1.721
O  0.542  -2.284  0.732



# C25H27N3O2

The molecule C25H27N3O2 in a non-equilibrium geometry (ωB97M-V/def2-TZVPD, the OMol25 dataset).

## Properties
- E_HOMO: -7.8 eV
- Calculated total energy: -1283.55145 Eh
- Frontier orbital gap: 7.751 eV

Element x y z (Å)
C  1.255  -3.975  -1.766
H  -2.513  1.118  0.328
C  -3.900  4.358  -0.703
H  -4.714  4.481  -1.413
C  -0.020  -3.916  -2.554
C  4.741  -4.715  1.997
C  1.364  -4.578  -0.583
C  0.574  -0.675  -1.669
C  2.551  -5.466  1.376
H  -3.155  3.686  -1.123
H  -2.409  -0.707  -1.593
H  1.276  -1.304  -1.102
H  0.515  -5.139  -0.208
C  2.538  -4.602  0.279
H  5.593  -4.758  2.659
H  -0.712  -0.825  -3.380
H  3.632  -6.204  3.063
H  2.091  -3.434  -2.188
H  3.668  -3.097  -0.761
C  -0.179  3.290  1.463
C  -1.694  -1.036  -0.826
H  0.186  -4.044  -3.621
H  -3.997  6.361  0.103
C  -2.286  5.524  1.727
O  -2.108  5.594  0.403
O  -3.354  5.573  2.279
C  -1.420  2.688  1.230
C  -0.025  4.499  2.225
C  -1.311  -2.490  -1.078
C  -0.695  6.555  3.258
H  -2.931  6.195  -1.326
C  3.641  -5.525  2.223
N  -0.473  7.453  3.938
N  -0.506  -0.210  -0.825
H  -4.297  3.921  0.210
H  -0.611  -2.807  -0.287
H  -0.700  -4.711  -2.237
H  5.593  -3.206  0.741
C  -0.957  5.460  2.414
H  1.119  0.186  -2.067
C  0.954  2.649  0.946
C  0.851  1.507  0.191
N  -0.743  -2.657  -2.406
C  -0.400  0.919  -0.071
H  -2.178  -0.972  0.151
C  -1.532  1.537  0.489
H  1.930  3.073  1.133
C  3.652  -3.787  0.069
H  1.695  -6.101  1.558
H  1.752  1.046  -0.180
H  -2.205  -3.119  -1.010
H  -2.308  3.115  1.671
C  -0.016  -1.474  -2.834
H  0.940  4.642  2.699
H  0.776  -1.761  -3.526
C  -3.276  5.714  -0.408
C  4.740  -3.845  0.919



> Number 2 is which compound?

C25H27N3O2



Please write out number 1 again, unchanged.
# C7H15NO4

A structure of composition C7H15NO4 in a non-equilibrium geometry (ωB97M-V/def2-TZVPD, the OMol25 dataset).

## Properties
- E_HOMO: -8.6 eV
- Calculated total energy: -631.03242 Eh
- Frontier orbital gap: 9.042 eV

Element x y z (Å)
C  -2.742  -0.461  0.726
C  -1.013  -0.729  -0.228
H  2.408  -1.785  0.030
H  1.039  2.080  -1.080
N  -2.059  1.503  -0.887
O  2.594  -0.713  -0.559
H  0.294  -1.583  1.476
H  -0.792  0.164  -2.160
C  -0.864  0.561  -1.039
H  1.817  1.512  2.431
C  0.451  -1.517  -0.566
C  1.441  -0.315  -1.050
C  0.668  1.108  -0.651
H  2.236  2.988  0.966
H  -1.843  2.324  -0.003
H  -1.957  -1.536  -0.606
H  0.475  -2.295  -1.486
O  0.622  1.334  0.764
H  -2.197  2.108  -2.166
H  2.580  0.966  1.223
C  1.846  1.892  1.378
H  -3.121  -1.444  0.447
H  1.416  -0.088  -2.122
H  -2.940  0.155  -0.158
O  -1.316  -0.457  1.097
H  -3.257  -0.349  1.721
O  0.542  -2.284  0.732



> What is the formula in the first record?

C7H15NO4



> Look up the E_HOMO of the first one.

-8.6 eV